Computed, not measured: an isolated ion of composition C10H22N3 and charge +1 at a distorted geometry, with ωB97M-V/def2-TZVPD.

Results
Energy above the lowest of the compared OMol25 structures with the same formula, charge and spin ... 330.24 kJ/mol
Electronic energy ... -15188.3679 eV
SMILES ... CC(C)=C=[NH+]CCCCN[C@H](C)N
Net charge ... +1
Multiplicity ... 1

XYZ file:
```
35
Properties=species:S:1:pos:R:3:lowdin_charge:R:1
C -3.72235 0.00552 1.53907 -0.007
C -3.11359 0.32280 0.17494 -0.289
C -3.82164 1.12904 -0.87261 -0.009
C -1.89571 -0.04775 0.00578 0.007
N -0.77791 -0.45161 -0.27238 0.074
C -0.41654 -1.74032 -0.85227 -0.138
C 0.29024 -2.39554 0.33606 -0.153
C 1.83923 -1.92445 0.47618 -0.144
C 2.17351 -0.58849 1.21499 -0.190
N 1.57090 0.64667 0.68456 -0.063
C 1.96926 1.09710 -0.71328 -0.409
C 3.34238 1.80815 -0.67852 -0.043
N 0.84650 2.01772 -1.01850 0.037
H -3.64728 1.02779 2.04012 0.125
H -4.71188 -0.46063 1.24870 0.115
H -3.05963 -0.69727 2.06938 0.084
H -4.84456 0.70908 -0.97574 0.110
H -3.89386 2.19433 -0.63111 0.104
H -3.28169 1.01324 -1.75636 0.062
H 0.14642 -0.05299 0.22546 0.131
H 0.22889 -1.76210 -1.75415 0.136
H -1.40967 -2.25298 -1.11064 0.154
H 0.33601 -3.54921 0.24117 0.142
H -0.24436 -2.29132 1.27573 0.106
H 2.34566 -2.68018 1.05202 0.103
H 2.30444 -2.04697 -0.44496 0.076
H 1.97104 -0.61260 2.23005 0.091
H 3.34440 -0.61446 1.15438 0.142
H 1.71356 1.40847 1.28140 0.102
H 1.97073 0.22112 -1.44797 0.151
H 3.19501 2.66974 -0.07145 0.062
H 3.86967 1.98176 -1.65039 0.100
H 4.06668 1.21707 -0.03453 0.088
H 0.17915 1.70469 -1.65895 0.032
H 1.13700 2.99464 -1.30621 0.112
```